Entry from the Open Molecules 2025 dataset: a single C19H27FN4O4S molecule (ωB97M-V with the def2-TZVPD basis set).

Values from the calculation:
E_LUMO = 0.56 eV
HOMO-LUMO gap = 9.619 eV
structure (SMILES) = CN(C(=O)c1cc(S(N)(=O)=O)n(C)c1)[C@H]1CCCN(C(=O)C(F)=C2CCC2)CC1
energy relative to the best compared isomer or geometry (same formula, charge and spin) = 2.9 kJ/mol

```
56
Properties=species:S:1:pos:R:3:forces:R:3:nbo_charge:R:1
C 1.085 -0.035 -1.321 0.0 0.0 0.0 -0.415
N -0.154 -0.648 -0.870 0.0 0.0 0.0 -0.432
C -0.360 -1.996 -0.811 0.0 0.0 -0.1 0.678
O -1.239 -2.486 -0.113 0.0 0.0 0.1 -0.641
C 0.471 -2.883 -1.665 0.0 0.0 0.0 -0.236
C 1.058 -2.682 -2.937 0.1 0.0 0.1 -0.199
C 1.623 -3.879 -3.303 -0.1 0.0 0.0 -0.258
S 2.508 -4.204 -4.754 0.0 0.0 -0.1 2.325
N 1.552 -5.295 -5.553 0.0 0.0 0.0 -1.075
O 2.552 -2.970 -5.478 0.0 0.0 0.0 -0.930
O 3.704 -4.932 -4.435 0.0 0.0 0.0 -0.943
N 1.397 -4.807 -2.313 0.0 0.0 0.0 -0.297
C 1.844 -6.190 -2.300 0.0 0.0 0.0 -0.405
C 0.687 -4.205 -1.333 0.1 0.0 0.0 0.043
C -1.087 0.197 -0.117 0.1 0.0 0.0 -0.056
C -0.583 0.426 1.318 0.0 -0.1 0.0 -0.410
C -1.686 0.558 2.367 0.0 0.1 0.0 -0.416
C -2.822 1.518 1.984 0.0 -0.1 -0.1 -0.226
N -2.408 2.597 1.089 0.0 0.1 0.0 -0.431
C -1.599 3.616 1.477 0.0 -0.1 0.2 0.623
O -0.966 4.299 0.686 0.0 0.0 -0.1 -0.620
C -1.475 3.877 2.951 0.0 0.0 -0.1 0.274
F -2.642 3.884 3.654 0.0 0.0 0.0 -0.338
C -0.338 4.122 3.570 -0.1 0.2 -0.1 -0.013
C 0.001 4.558 4.975 0.1 -0.2 0.0 -0.428
C 1.303 5.170 4.388 -0.1 0.2 -0.1 -0.386
C 1.076 4.351 3.087 0.1 -0.2 0.1 -0.423
C -2.489 2.325 -0.343 0.0 -0.1 0.1 -0.210
C -1.320 1.503 -0.878 0.0 0.0 0.0 -0.415
H 1.859 -0.789 -1.429 0.0 0.0 0.0 0.225
H 0.969 0.491 -2.270 0.0 0.0 0.0 0.197
H 1.426 0.685 -0.575 0.0 0.0 0.0 0.204
H 1.076 -1.788 -3.537 0.0 0.0 0.0 0.247
H 0.915 -4.825 -6.185 0.0 0.0 0.0 0.403
H 2.142 -5.955 -6.047 0.0 0.0 0.0 0.407
H 1.370 -6.685 -1.457 0.0 0.0 0.0 0.214
H 1.544 -6.685 -3.221 0.0 0.0 0.0 0.222
H 2.926 -6.245 -2.204 0.0 0.0 0.0 0.226
H 0.373 -4.743 -0.453 0.0 0.0 0.0 0.230
H -2.013 -0.379 -0.071 0.0 0.0 0.0 0.233
H 0.036 -0.429 1.598 0.0 0.0 0.0 0.225
H 0.063 1.310 1.342 0.0 0.0 0.0 0.197
H -2.122 -0.426 2.557 0.0 0.0 0.0 0.218
H -1.231 0.888 3.304 0.0 0.0 0.0 0.210
H -3.599 0.976 1.444 0.0 0.0 0.0 0.203
H -3.287 1.930 2.875 0.0 0.0 0.0 0.231
H -0.706 5.211 5.483 0.0 0.0 0.0 0.223
H 0.213 3.697 5.613 0.0 0.0 0.0 0.217
H 1.177 6.235 4.197 0.0 0.0 0.0 0.207
H 2.229 5.009 4.935 0.0 0.0 0.0 0.205
H 1.648 3.419 3.102 0.0 0.0 0.0 0.211
H 1.199 4.839 2.126 0.0 0.0 0.0 0.242
H -3.429 1.795 -0.510 0.0 0.0 0.0 0.194
H -2.531 3.277 -0.867 0.0 0.0 0.0 0.233
H -0.424 2.127 -0.841 0.0 0.0 0.0 0.217
H -1.519 1.274 -1.929 0.0 0.0 0.0 0.217
```
Positions in Å, forces in eV/Å.